Record 1
Entry from OMol25: C16H30Cl2IrN2OSi2 as an isolated structure at a distorted geometry (the ωB97M-V functional and the def2-TZVPD basis).

Output
- largest force on an atom (eV/A) = 1.46
- E_HOMO (spin up / spin down) (eV) = -6.88 / -6.88
- LUMO (spin up / spin down) (Eh) = -0.016 / -0.020
- spin multiplicity = 2

Last column: Mulliken spin population.
Positions of all 54 atoms, in Å:
Ir -0.57963 -0.42223 0.40393  0.020
Cl -0.78710 -0.20861 2.72248  0.003
Cl -3.22899 -1.01830 0.47942  0.094
Si 2.31364 -1.65591 -0.41931  0.001
Si -1.86931 2.68661 -0.44108  -0.009
O -0.94303 -2.98807 -0.64009  -0.004
N 1.30736 -0.22697 -0.05249  -0.002
N -0.53733 1.56445 -0.16620  -0.006
C -1.50796 -4.30981 -0.70996  0.001
C 4.15198 -1.41338 -0.68888  0.000
C -2.24804 3.63895 1.12761  0.001
C 1.71703 -2.33682 -2.06141  0.000
C -3.43555 1.81949 -0.98403  0.008
C 1.75379 1.08568 -0.04443  0.001
C -0.84098 -3.25021 1.70811  0.015
C 0.73656 2.05734 -0.05484  -0.004
C 3.42448 2.83159 0.03753  -0.001
C 1.09642 3.42141 0.04098  0.000
C 2.41270 3.80166 0.07441  -0.001
C 2.21750 -2.83202 1.04278  0.000
C -0.62287 -2.39882 0.49216  0.002
C -1.48139 3.84496 -1.86715  0.000
C 3.10035 1.49886 0.00086  0.000
C -3.96995 -0.72871 1.98606  0.849
H -0.52083 -2.72019 2.59814  -0.001
H 4.68604 -1.10379 0.21083  0.000
H -5.03248 -0.55646 1.96171  0.014
H 3.20962 -2.91372 1.49029  0.000
H 2.28925 -1.86185 -2.86198  0.000
H -0.84972 -5.04832 -0.25730  0.000
H 0.66403 -2.12677 -2.23176  0.000
H 1.90096 -3.84016 0.76510  0.000
H 4.54087 -2.39453 -0.98015  0.000
H 2.66929 4.85076 0.14662  0.000
H -1.59402 4.50257 1.26156  0.000
H -1.62138 -4.51432 -1.76935  -0.002
H -1.62217 3.32309 -2.81672  0.000
H 1.87138 -3.41680 -2.14423  0.000
H -4.08211 1.55685 -0.14739  0.004
H -2.12138 2.99007 1.99782  0.001
H 1.54318 -2.45399 1.80890  0.000
H -0.46862 4.24235 -1.85845  0.000
H 3.88461 0.76604 0.03574  0.000
H -0.31725 -4.20723 1.65085  0.002
H -2.17464 4.69074 -1.84704  0.000
H -3.24119 0.92292 -1.57271  -0.008
H 4.38793 -0.71309 -1.49073  0.000
H 0.32305 4.17150 0.11915  0.001
H 4.46363 3.13158 0.07427  0.000
H -3.30925 -0.48184 2.80037  0.029
H -3.27822 4.00432 1.11874  0.001
H -3.98969 2.51651 -1.61868  0.002
H -1.91151 -3.46049 1.78742  -0.010
H -2.47909 -4.31685 -0.21748  0.000



Record 2
Entry from OMol25: C16H30Cl3CsFLi3NO8PS as an isolated structure at a distorted geometry (the ωB97M-V functional and the def2-TZVPD basis).

Output
- largest force on an atom (eV/A) = 5.01
- E_HOMO (eV) = -2.83
- LUMO (Eh) = -0.073

Last column: Löwdin charge in e.
Positions of all 65 atoms, in Å:
Cs 0.42057 -4.18793 -10.77288  1.087
Cl 0.60311 5.79270 2.54343  -0.473
Cl 0.45765 -5.07824 -2.82862  0.283
Cl 1.34579 7.77211 1.12195  -0.663
S 1.34226 1.25451 2.92213  0.547
P -0.57795 -3.85390 -1.48165  0.512
F 2.39205 -4.00868 -4.21914  -0.744
O -0.28902 -1.69708 -5.05986  0.070
O -2.73058 4.86888 4.74422  0.014
O -0.15191 -4.53272 0.10503  -0.441
O -1.94110 -2.93580 -4.18619  0.137
O 0.29268 0.29667 2.78767  -0.277
O 1.34805 1.81547 4.39931  -0.291
O 1.46538 2.34475 1.98814  -0.327
O -1.16163 -3.37055 -6.26587  0.076
N -4.97157 5.12889 4.98478  -0.202
C -0.03228 -2.09965 -1.59734  -0.440
C 5.47598 -4.29809 -1.59205  0.069
C 3.84357 -2.31918 -0.90584  -0.160
C 0.36793 2.85054 4.79321  -0.234
C 0.58598 -1.91175 -6.16227  -0.097
C -6.30609 4.75816 4.56295  -0.066
C 0.39460 -3.53122 -8.12698  -0.236
C 4.79089 -3.33621 -1.36139  -0.155
C -1.21518 -2.68650 -5.07901  -0.563
C -0.99550 2.25209 5.05053  -0.071
C -3.86689 4.59118 4.42935  -0.346
C -0.31998 -2.61918 -7.14507  -0.309
C -4.80824 6.11418 6.04048  -0.041
C 2.40424 -2.94204 -1.18293  -0.248
C 2.88363 0.39979 3.00768  -0.115
C 1.48040 -1.86646 -1.73423  -0.323
Li -1.34060 -2.23456 0.33100  0.703
Li 2.57919 4.00332 3.06541  0.663
Li 3.57060 -4.96245 -2.81242  0.696
H -6.85848 4.33984 5.40779  0.086
H -1.66076 3.00055 5.47032  0.059
H 2.10003 -3.35457 -0.22772  0.102
H 3.94640 -2.08101 0.14491  0.110
H 3.01775 -0.12489 2.06424  0.066
H 2.84485 -0.30885 3.83069  0.080
H -5.78226 6.45289 6.38440  0.083
H 0.24998 -3.17820 -9.13766  -0.241
H 1.42224 -2.53228 -5.82121  0.113
H -0.43419 -3.84994 0.71591  -0.060
H 1.71615 -0.94926 -1.18323  0.097
H 2.56192 -3.65948 -1.95865  -0.023
H 0.31427 3.65128 4.04058  0.009
H 3.68453 1.11962 3.15401  0.070
H -4.23684 6.96346 5.66554  0.097
H -4.09412 3.85659 3.63594  0.136
H 0.96994 -0.96671 -6.54326  0.142
H 0.02154 -4.55773 -8.07364  0.072
H -6.83498 5.63896 4.19273  0.089
H -0.92470 1.40524 5.73754  0.083
H -0.29177 -1.64462 -0.60463  -0.076
H 5.87035 -5.26621 -1.77608  0.033
H 1.77444 -1.68077 -2.76645  0.096
H -4.25919 5.67389 6.87366  0.090
H -0.95625 -1.90887 -7.68155  0.157
H -6.25923 4.01580 3.76920  0.080
H 0.75749 3.29410 5.70729  0.125
H 3.97164 -1.45415 -1.55190  0.118
H -1.44145 1.88463 4.12614  0.075
H 1.47464 -3.55034 -7.95842  0.100



Record 3
Entry from OMol25: C16H30GaNO as an isolated structure at a distorted geometry (the ωB97M-V functional and the def2-TZVPD basis).

Output
- largest force on an atom (eV/A) = 2.19
- relative energy (zero: lowest compared OMol25 entry of this formula, charge and spin) (eV) = 0.0985
- charge = +2
- E_HOMO (spin up / spin down) (eV) = -15.71 / -15.85
- LUMO (spin up / spin down) (Eh) = -0.373 / -0.371

Last column: Löwdin charge in e.
Positions of all 49 atoms, in Å:
Ga 1.20601 0.17115 0.39703  0.675
O -0.46469 0.40641 1.56918  -0.070
N -1.40461 0.06890 3.60451  -0.143
C 0.31587 -0.35517 -2.26026  -0.117
C 0.96628 -1.92086 -0.65300  -0.240
C 1.25441 2.07347 -0.17114  -0.199
C -2.24651 -0.70494 -2.13680  0.024
C 1.79487 -3.02285 -0.08839  0.006
C 0.38190 0.59776 -3.39728  0.037
C 1.46048 -0.89605 -1.57431  -0.270
C 0.38852 4.13970 -1.35099  -0.091
C -0.84364 -0.98120 -1.73659  -0.130
C 0.01091 2.84614 -0.62942  -0.311
C 2.86968 -0.81489 -2.05817  0.016
C -1.87470 1.45895 3.70278  0.020
C -0.74038 -0.36681 2.55012  -0.225
C -1.41331 -0.78006 4.78700  -0.007
C -0.45400 -1.96424 -0.79497  -0.140
C -1.34175 -2.94881 -0.13612  0.028
H -0.90756 -3.29795 0.81011  0.094
H 3.00373 -1.46428 -2.94036  0.135
H -2.63694 1.67248 2.93914  0.112
H 0.94149 3.92537 -2.27050  0.075
H -2.62208 -1.43837 -2.86855  0.127
H 1.00482 4.78189 -0.71553  0.089
H 3.14313 0.20710 -2.35773  0.106
H -2.30604 1.55315 4.70367  0.100
H 1.65153 2.52927 0.74796  0.088
H -0.60830 2.22837 -1.29866  0.083
H -0.39336 -1.41556 2.57538  0.159
H -1.93550 -1.72335 4.58478  0.108
H -0.38466 -1.02389 5.08418  0.110
H -0.50448 4.70093 -1.62932  0.085
H -0.60700 3.08343 0.24712  0.109
H 1.40270 -3.36219 0.88073  0.102
H -0.54099 1.18816 -3.48885  0.103
H 3.58334 -1.15039 -1.29538  0.101
H -2.32421 -2.50692 0.07842  0.105
H 1.79400 -3.89590 -0.76437  0.134
H -1.03622 2.16221 3.59211  0.112
H 2.44539 -0.06759 1.30663  0.047
H -2.90978 -0.75001 -1.26022  0.105
H 2.83511 -2.70910 0.05413  0.097
H 1.22543 1.29737 -3.29391  0.107
H 0.51708 0.06546 -4.35422  0.139
H -1.51059 -3.83624 -0.76899  0.136
H -1.90554 -0.23090 5.59040  0.102
H 2.04906 2.17694 -0.92628  0.072
H -2.32889 0.29395 -2.58510  0.096



Record 4
Entry from OMol25: one molecule with the formula C16H30N2O2 (the ωB97M-V functional and the def2-TZVPD basis).

Output
- SMILES string = CC(C)CC(=O)N1C[C@H](C)N(C(=O)CC(C)C)C[C@H]1C
- largest force on an atom (eV/A) = 0.49
- relative energy (zero: lowest compared OMol25 entry of this formula, charge and spin) (eV) = 0.0000
- E_HOMO (eV) = -9.27
- LUMO (Eh) = 0.024

Last column: Löwdin charge in e.
Positions of all 50 atoms, in Å:
O 1.85476 1.89645 1.44177  0.059
O -2.69376 -0.98318 -2.31082  0.054
N 0.59403 0.07706 1.09659  -0.013
N -0.74925 -0.90009 -1.21590  -0.003
C 0.93463 1.18595 1.80529  -0.471
C 0.25600 0.58992 -4.01551  -0.067
C -0.35901 0.67453 5.41187  -0.076
C -0.55611 -0.56213 -4.60350  -0.407
C -1.48934 -1.16936 -2.32454  -0.458
C -0.79762 -1.68446 -3.57207  -0.079
C 2.75737 -0.67772 0.22247  -0.028
C 0.52931 0.44751 4.19074  -0.429
C 0.18338 1.46550 3.09226  -0.090
C -1.48801 -0.44951 -0.03760  -0.283
C -0.63377 -0.67028 1.21389  -0.100
C 0.64882 -1.20314 -1.01461  -0.112
C 2.00262 0.56293 4.57172  -0.061
C 1.35494 -0.17689 -0.12585  -0.297
C -1.88552 1.02084 -0.18128  -0.015
C -1.88274 -0.05119 -5.15882  -0.073
H -0.21592 1.67964 5.80211  0.082
H -2.48707 1.33065 0.66955  0.083
H -0.11198 -0.03594 6.19730  0.077
H -2.40501 -1.04970 0.02823  0.151
H -2.51903 0.30434 -4.35317  0.073
H -1.41006 0.55137 5.15802  0.075
H 1.24015 0.25605 -3.69254  0.073
H 2.63547 0.43801 3.69684  0.073
H 3.28534 0.08951 0.78014  0.073
H -0.26196 1.03006 -3.16676  0.078
H -2.47791 1.14414 -1.08315  0.077
H 3.31578 -0.89656 -0.68372  0.082
H 0.75720 -2.20299 -0.56838  0.136
H -2.41053 -0.84712 -5.67899  0.081
H 2.20652 1.54169 4.99988  0.087
H 0.39734 1.36448 -4.76608  0.080
H 1.44995 0.77532 -0.66510  0.151
H -1.48115 -2.40900 -4.01976  0.127
H 2.26852 -0.19621 5.30410  0.079
H -1.00611 1.65798 -0.24237  0.083
H 0.13506 -2.19756 -3.34598  0.105
H -0.89322 1.49081 2.91857  0.109
H 0.49297 2.45912 3.42132  0.131
H -1.71345 0.76428 -5.85838  0.076
H 0.01796 -1.00129 -5.42889  0.133
H -0.40859 -1.73592 1.33612  0.134
H 2.69807 -1.57933 0.82860  0.085
H 0.34968 -0.56465 3.81156  0.126
H -1.19703 -0.34684 2.08514  0.119
H 1.16828 -1.20708 -1.97029  0.108



Please write out number 4 again, unchanged.
Entry from OMol25: one molecule with the formula C16H30N2O2 (the ωB97M-V functional and the def2-TZVPD basis).

Output
- SMILES string = CC(C)CC(=O)N1C[C@H](C)N(C(=O)CC(C)C)C[C@H]1C
- largest force on an atom (eV/A) = 0.49
- relative energy (zero: lowest compared OMol25 entry of this formula, charge and spin) (eV) = 0.0000
- E_HOMO (eV) = -9.27
- LUMO (Eh) = 0.024

Last column: Löwdin charge in e.
Positions of all 50 atoms, in Å:
O 1.85476 1.89645 1.44177  0.059
O -2.69376 -0.98318 -2.31082  0.054
N 0.59403 0.07706 1.09659  -0.013
N -0.74925 -0.90009 -1.21590  -0.003
C 0.93463 1.18595 1.80529  -0.471
C 0.25600 0.58992 -4.01551  -0.067
C -0.35901 0.67453 5.41187  -0.076
C -0.55611 -0.56213 -4.60350  -0.407
C -1.48934 -1.16936 -2.32454  -0.458
C -0.79762 -1.68446 -3.57207  -0.079
C 2.75737 -0.67772 0.22247  -0.028
C 0.52931 0.44751 4.19074  -0.429
C 0.18338 1.46550 3.09226  -0.090
C -1.48801 -0.44951 -0.03760  -0.283
C -0.63377 -0.67028 1.21389  -0.100
C 0.64882 -1.20314 -1.01461  -0.112
C 2.00262 0.56293 4.57172  -0.061
C 1.35494 -0.17689 -0.12585  -0.297
C -1.88552 1.02084 -0.18128  -0.015
C -1.88274 -0.05119 -5.15882  -0.073
H -0.21592 1.67964 5.80211  0.082
H -2.48707 1.33065 0.66955  0.083
H -0.11198 -0.03594 6.19730  0.077
H -2.40501 -1.04970 0.02823  0.151
H -2.51903 0.30434 -4.35317  0.073
H -1.41006 0.55137 5.15802  0.075
H 1.24015 0.25605 -3.69254  0.073
H 2.63547 0.43801 3.69684  0.073
H 3.28534 0.08951 0.78014  0.073
H -0.26196 1.03006 -3.16676  0.078
H -2.47791 1.14414 -1.08315  0.077
H 3.31578 -0.89656 -0.68372  0.082
H 0.75720 -2.20299 -0.56838  0.136
H -2.41053 -0.84712 -5.67899  0.081
H 2.20652 1.54169 4.99988  0.087
H 0.39734 1.36448 -4.76608  0.080
H 1.44995 0.77532 -0.66510  0.151
H -1.48115 -2.40900 -4.01976  0.127
H 2.26852 -0.19621 5.30410  0.079
H -1.00611 1.65798 -0.24237  0.083
H 0.13506 -2.19756 -3.34598  0.105
H -0.89322 1.49081 2.91857  0.109
H 0.49297 2.45912 3.42132  0.131
H -1.71345 0.76428 -5.85838  0.076
H 0.01796 -1.00129 -5.42889  0.133
H -0.40859 -1.73592 1.33612  0.134
H 2.69807 -1.57933 0.82860  0.085
H 0.34968 -0.56465 3.81156  0.126
H -1.19703 -0.34684 2.08514  0.119
H 1.16828 -1.20708 -1.97029  0.108



Question: The lowest largest force on an atom belongs to which entry?
Answer: C16H30N2O2



Question: What is the largest force on an atom in the second record?
Answer: 5.01 eV/A